Density functional theory data (ωB97M-V/def2-TZVPD) for a structure of composition C46H37FeIN5O2PSi at a distorted geometry.

```
94
C46H37FeIN5O2PSi, DFT ωB97M-V/def2-TZVPD
Fe 0.338 -0.392 0.407
I -1.422 1.080 1.979
C -0.087 1.946 3.314
C -0.391 1.848 4.631
C 0.337 2.616 5.592
C 1.225 3.547 5.170
C 1.454 3.767 3.780
C 2.249 4.871 3.324
C 2.333 5.226 2.011
C 1.874 4.276 1.036
C 1.260 3.079 1.425
P 1.247 1.843 0.028
C 2.997 1.533 -0.329
C 3.533 1.305 -1.603
C 4.882 0.963 -1.695
C 5.600 0.693 -0.518
C 5.144 1.047 0.777
C 3.812 1.422 0.840
C 0.342 2.469 -1.414
C 0.461 1.787 -2.654
C -0.232 2.238 -3.758
C -1.178 3.255 -3.631
C -1.217 4.008 -2.498
C -0.465 3.603 -1.397
C 0.888 2.905 2.810
H -1.116 1.133 4.944
H 0.183 2.419 6.678
H 1.707 4.183 5.906
H 2.690 5.492 4.108
H 2.797 6.133 1.706
H 2.043 4.462 0.015
H 2.986 1.602 -2.491
H 5.406 0.879 -2.630
H 6.602 0.353 -0.606
H 5.846 1.012 1.603
H 3.379 1.703 1.795
H 1.088 0.897 -2.837
H -0.143 1.655 -4.663
H -1.762 3.471 -4.529
H -1.827 4.904 -2.508
H -0.544 4.158 -0.500
N 2.726 -3.578 -0.973
C 2.231 -3.068 -2.159
C 1.520 -1.957 -1.796
N 1.550 -1.795 -0.411
C 2.252 -2.774 0.015
C 2.034 -2.614 2.375
N 0.694 -1.123 3.469
C 0.987 -1.679 4.630
C 1.821 -2.736 4.668
N 2.357 -3.165 3.566
H 3.344 -4.393 -0.822
H 2.445 -3.518 -3.105
H 0.862 -1.294 -2.415
H 0.459 -1.312 5.513
H 2.027 -3.405 5.549
H 3.025 -3.943 3.464
O -0.960 -0.732 -0.916
Si -2.325 -1.399 -1.367
C -1.967 -1.714 -3.187
C -1.455 -3.005 -3.557
C -1.124 -3.228 -4.860
C -1.298 -2.183 -5.755
C -1.767 -0.918 -5.419
C -2.172 -0.681 -4.134
C -3.529 -0.111 -0.801
C -3.230 1.204 -1.263
C -3.871 2.300 -0.728
C -4.752 2.106 0.356
C -5.066 0.782 0.789
C -4.378 -0.313 0.254
C -2.456 -2.978 -0.404
C -1.793 -3.207 0.864
C -2.128 -4.267 1.717
C -3.048 -5.221 1.258
C -3.684 -5.072 0.030
C -3.357 -3.979 -0.807
H -1.439 -3.760 -2.812
H -0.874 -4.186 -5.256
H -1.133 -2.338 -6.798
H -1.859 -0.211 -6.232
H -2.652 0.229 -3.781
H -2.420 1.336 -1.951
H -3.614 3.281 -1.005
H -5.244 2.990 0.768
H -5.772 0.696 1.641
H -4.607 -1.289 0.628
H -1.043 -2.472 1.210
H -1.784 -4.326 2.730
H -3.258 -6.058 1.882
H -4.470 -5.765 -0.274
H -3.919 -3.861 -1.724
O 2.594 -3.122 1.357
N 1.196 -1.561 2.363
```

Output
- Total charge: +3
- Orbital gap (alpha / beta): 4.289 / 4.252 eV
- Electronic energy: -119476.301 eV
- Multiplicity: 6
- Energy relative to the best compared isomer or geometry (same formula, charge and spin): 0.0000 eV

---

Density functional theory data (ωB97M-V/def2-TZVPD) for an isolated molecule of C3H6N2O at a distorted geometry.

```
12
C3H6N2O, DFT ωB97M-V/def2-TZVPD
C -1.104 0.239 -0.043
C 0.283 0.025 -0.386
C 1.247 1.021 0.268
N -1.373 -1.129 0.094
N 0.184 -1.374 0.204
O -1.863 1.157 0.026
H 0.313 0.009 -1.553
H 0.729 0.991 1.349
H 1.069 2.018 -0.213
H 2.275 0.866 0.265
H -2.121 -1.707 0.462
H 0.360 -2.116 -0.471
```

Output
- SMILES: C[C@H]1NNC1=O
- Orbital gap: 10.222 eV
- Electronic energy: -8233.588 eV
- Multiplicity: 1
- Energy relative to the best compared isomer or geometry (same formula, charge and spin): 3.1107 eV

---

Density functional theory data (ωB97M-V/def2-TZVPD) for a structure of composition C20H16BrFIrN4O4.

```
47
C20H16BrFIrN4O4, DFT ωB97M-V/def2-TZVPD
Ir -0.351 0.014 0.422
Br -0.787 0.473 2.805
C -0.220 2.304 2.764
C -0.138 3.036 3.903
C 0.203 4.402 3.774
C 0.403 4.954 2.541
C 0.299 4.180 1.358
C 0.453 4.742 0.068
C 0.315 3.961 -1.041
C 0.061 2.574 -0.923
C -0.087 1.986 0.304
C 0.007 2.799 1.469
H -0.340 2.606 4.874
H 0.283 5.008 4.666
H 0.634 6.007 2.450
H 0.666 5.799 -0.022
H 0.410 4.396 -2.027
H -0.015 1.974 -1.824
C 4.916 0.297 -0.770
N 3.720 0.091 0.041
C 3.673 -0.485 1.285
C 2.367 -0.523 1.651
N 1.628 0.036 0.634
C 2.470 0.389 -0.325
H 5.778 0.351 -0.111
H 4.829 1.234 -1.313
H 5.044 -0.527 -1.469
H 4.560 -0.814 1.797
H 1.919 -0.891 2.556
H 2.196 0.856 -1.254
F -5.889 -4.094 -2.445
C -4.628 -4.223 -2.046
C -3.682 -3.377 -2.452
N -2.365 -3.522 -2.048
C -1.351 -2.571 -2.420
C -1.133 -1.531 -1.354
O -0.190 -0.674 -1.501
O -1.823 -1.478 -0.304
C -1.975 -4.502 -1.150
O -0.836 -4.575 -0.737
N -2.976 -5.364 -0.776
C -4.326 -5.338 -1.144
O -5.111 -6.152 -0.741
H -3.905 -2.554 -3.116
H -1.599 -2.081 -3.361
H -0.402 -3.092 -2.548
H -2.704 -6.100 -0.138
```

Output
- Total charge: +1
- Orbital gap: 7.717 eV
- Electronic energy: -110744.025 eV
- Multiplicity: 1
- Energy relative to the best compared isomer or geometry (same formula, charge and spin): 0.6373 eV

---

Density functional theory data (ωB97M-V/def2-TZVPD) for an isolated molecule of C23H25N3O5S at a distorted geometry.

```
57
C23H25N3O5S, DFT ωB97M-V/def2-TZVPD
C 2.912 -4.337 4.366
H 3.668 -4.994 4.792
O 3.595 -3.515 3.451
C 2.881 -2.589 2.752
C 3.612 -1.815 1.847
C 2.989 -0.847 1.090
C 1.615 -0.643 1.204
C 0.887 -1.406 2.106
C 1.515 -2.367 2.881
H 0.921 -2.943 3.572
H -0.179 -1.263 2.188
N 1.021 0.320 0.383
S 1.314 0.295 -1.263
O 0.108 0.737 -1.902
O 2.512 1.035 -1.548
C 1.625 -1.400 -1.647
C 2.829 -2.003 -1.914
O 2.609 -3.294 -2.180
N 1.277 -3.555 -2.113
C 0.666 -2.445 -1.805
C -0.802 -2.344 -1.708
H -1.253 -3.296 -1.970
H -1.098 -2.058 -0.700
H -1.147 -1.562 -2.383
C 4.213 -1.488 -1.987
H 4.792 -1.846 -1.138
H 4.188 -0.402 -1.987
H 4.688 -1.853 -2.896
C -0.034 1.205 0.817
C -1.399 0.665 0.400
O -1.677 -0.514 0.550
N -2.267 1.516 -0.183
C -2.199 2.896 -0.388
C -1.614 3.877 0.393
C -1.737 5.200 -0.014
C -2.441 5.537 -1.156
C -3.068 4.553 -1.910
C -2.954 3.241 -1.514
C -3.550 2.001 -2.109
H -4.594 2.129 -2.391
H -2.982 1.704 -2.993
C -3.380 0.976 -0.977
C -4.628 0.855 -0.108
H -4.913 1.832 0.277
H -5.451 0.449 -0.690
H -4.430 0.189 0.727
H -3.088 -0.012 -1.340
H -3.644 4.814 -2.786
H -2.521 6.572 -1.451
H -1.281 5.976 0.582
H -1.100 3.644 1.312
H 0.154 2.168 0.339
H 0.023 1.306 1.904
H 3.548 -0.225 0.411
H 4.674 -1.986 1.769
H 2.146 -4.941 3.870
H 2.451 -3.750 5.168
```

Output
- SMILES: COc1ccc(N(CC(=O)N2c3ccccc3C[C@@H]2C)S(=O)(=O)c2c(C)noc2C)cc1
- Orbital gap: 8.890 eV
- Electronic energy: -49798.616 eV
- Multiplicity: 1
- Energy relative to the best compared isomer or geometry (same formula, charge and spin): 3.6640 eV

---

Density functional theory data (ωB97M-V/def2-TZVPD) for a structure of composition C27H24Br48N2 at a distorted geometry.

```
101
C27H24Br48N2, DFT ωB97M-V/def2-TZVPD
C -4.177 0.636 1.118
C -4.257 0.043 2.168
C -4.182 -0.519 3.592
C -2.960 0.180 4.233
C -3.187 1.382 5.008
N -2.233 2.098 5.570
C -0.995 1.558 5.345
C 0.154 2.243 5.887
C 1.452 1.770 5.751
C 1.666 0.529 5.015
C 0.576 -0.117 4.469
C -0.783 0.358 4.614
N -1.779 -0.368 4.024
H -3.818 1.327 0.370
H -4.032 -1.603 3.508
H -5.122 -0.293 4.134
H -4.224 1.733 5.138
H 0.027 3.187 6.442
H 2.321 2.274 6.183
H 2.668 0.094 4.886
H 0.747 -1.040 3.892
C 3.141 1.053 9.419
Br 3.402 2.321 10.853
Br 1.530 1.412 8.415
Br 4.679 0.963 8.253
H 3.029 0.077 9.874
C -0.337 0.594 -1.294
Br -1.669 0.301 0.076
Br -0.302 -0.828 -2.603
Br -0.548 2.321 -2.128
H 0.630 0.595 -0.803
C 6.781 4.251 7.658
Br 7.029 5.509 9.100
Br 5.159 4.603 6.674
Br 8.321 4.177 6.496
H 6.673 3.270 8.107
C -4.965 -4.194 0.725
Br -3.246 -5.064 0.855
Br -6.326 -5.136 1.723
Br -4.861 -2.326 1.219
H -5.260 -4.227 -0.314
C -7.038 -1.605 -2.408
Br -5.317 -2.466 -2.309
Br -8.388 -2.564 -1.407
Br -6.937 0.247 -1.878
H -7.340 -1.623 -3.449
C 2.954 2.320 -3.037
Br 3.245 1.965 -1.161
Br 3.391 4.140 -3.503
Br 3.880 1.051 -4.159
H 1.894 2.195 -3.221
C 0.245 6.669 -2.449
Br 0.194 8.450 -3.191
Br -0.147 6.667 -0.560
Br -0.884 5.449 -3.425
H 1.260 6.307 -2.560
C 1.058 -4.459 0.967
Br 0.022 -6.077 1.151
Br 2.956 -4.823 0.924
Br 0.486 -3.419 -0.551
H 0.871 -3.859 1.850
C 6.567 3.058 -7.167
Br 6.414 1.313 -7.980
Br 4.847 3.911 -6.984
Br 7.510 2.985 -5.484
H 7.158 3.670 -7.837
C -0.115 3.147 -7.050
Br 0.556 1.972 -5.677
Br -1.946 3.663 -6.718
Br 1.028 4.683 -7.300
H -0.106 2.589 -7.979
C 3.470 -5.068 4.821
Br 1.754 -5.930 4.642
Br 3.307 -3.143 4.779
Br 4.417 -5.673 6.390
H 4.061 -5.356 3.960
C 3.513 -8.455 -1.358
Br 2.667 -8.980 0.296
Br 2.321 -7.431 -2.479
Br 5.174 -7.523 -1.043
H 3.755 -9.363 -1.894
C 3.815 5.671 1.543
Br 2.182 4.644 1.563
Br 4.375 6.073 -0.262
Br 3.677 7.264 2.624
H 4.585 5.052 1.987
C -0.119 1.273 -11.377
Br -1.755 1.709 -10.447
Br 1.433 1.957 -10.454
Br 0.028 -0.621 -11.719
H -0.160 1.767 -12.340
C -6.283 -7.647 -1.562
Br -6.800 -5.792 -1.696
Br -7.452 -8.631 -0.382
Br -6.149 -8.480 -3.298
H -5.293 -7.670 -1.121
C -5.914 -0.012 -6.164
Br -7.575 0.417 -5.276
Br -4.389 0.671 -5.197
Br -5.758 -1.906 -6.502
H -5.930 0.484 -7.126
```

Output
- Orbital gap: 8.443 eV
- Electronic energy: -3393400.001 eV
- Multiplicity: 1

---

Density functional theory data (ωB97M-V/def2-TZVPD) for a cluster of 5 separate species, C27H49FN2O7S2 in total at a distorted geometry.

```
88
C27H49FN2O7S2, DFT ωB97M-V/def2-TZVPD
C -2.222 3.120 1.310
S -0.740 2.956 0.186
O -0.988 3.957 -1.009
O -0.582 1.552 -0.460
C 0.910 3.490 0.990
N 1.856 4.167 0.031
C 3.171 4.539 0.645
C 4.333 5.242 -0.303
C 5.838 5.683 0.233
S 7.047 6.421 -1.010
C 6.150 5.432 1.824
C 4.995 4.740 2.757
C 3.485 4.270 2.213
N 2.606 3.613 3.237
C 1.326 3.222 2.542
C 0.237 2.416 3.525
C -0.161 0.927 2.970
O 0.662 0.254 2.163
F -1.467 0.345 3.385
H -2.459 2.023 1.717
H -2.037 3.882 2.198
H -3.226 3.455 0.763
H 4.103 5.407 -1.446
H 7.448 5.300 -1.804
H 7.220 5.731 2.264
H 5.272 4.564 3.900
H 0.728 2.245 4.600
H -0.716 3.101 3.747
C -1.529 -2.823 1.501
C -2.320 -3.022 2.782
O -2.586 -4.392 3.079
C -1.449 -5.231 3.263
C -0.548 -4.792 4.404
H -2.054 -3.274 0.652
H -1.390 -1.755 1.301
H -0.541 -3.284 1.556
H -3.294 -2.531 2.675
H -1.826 -2.540 3.633
H -0.889 -5.319 2.327
H -1.833 -6.234 3.486
H -0.124 -3.800 4.230
H 0.283 -5.494 4.527
H -1.112 -4.746 5.342
C -4.075 -6.870 1.316
C -3.160 -8.073 1.467
O -3.803 -9.208 2.046
C -4.919 -9.734 1.332
C -4.578 -10.200 -0.071
H -4.495 -6.584 2.287
H -3.521 -6.019 0.908
H -4.913 -7.077 0.647
H -2.335 -7.806 2.137
H -2.701 -8.345 0.510
H -5.737 -9.007 1.321
H -5.282 -10.594 1.909
H -4.221 -9.379 -0.699
H -5.459 -10.632 -0.556
H -3.786 -10.957 -0.043
C -4.812 -3.028 -2.479
C -3.897 -4.230 -2.328
O -4.540 -5.366 -1.750
C -5.656 -5.891 -2.463
C -5.315 -6.358 -3.867
H -5.232 -2.742 -1.509
H -4.258 -2.176 -2.888
H -5.650 -3.234 -3.149
H -3.072 -3.964 -1.658
H -3.438 -4.503 -3.286
H -6.474 -5.164 -2.474
H -6.019 -6.751 -1.886
H -4.958 -5.536 -4.494
H -6.196 -6.790 -4.351
H -4.523 -7.114 -3.838
C 8.562 11.649 -4.352
C 8.118 10.198 -4.401
O 7.501 9.751 -3.194
C 6.320 10.441 -2.795
C 5.197 10.363 -3.814
H 9.254 11.811 -3.519
H 9.064 11.926 -5.285
H 7.718 12.329 -4.212
H 8.999 9.565 -4.554
H 7.456 10.014 -5.255
H 6.555 11.479 -2.543
H 5.982 9.969 -1.864
H 5.474 10.831 -4.763
H 4.303 10.871 -3.439
H 4.944 9.318 -4.027
```

Output
- SMILES: CS(=O)(=O)c1nc2cc(S)ccc2nc1CC(=O)F.CCOCC.CCOCC.CCOCC.CCOCC
- Orbital gap: 6.895 eV
- Electronic energy: -70476.950 eV
- Multiplicity: 1

---

Please write out number 6 again, unchanged.
Density functional theory data (ωB97M-V/def2-TZVPD) for a cluster of 5 separate species, C27H49FN2O7S2 in total at a distorted geometry.

```
88
C27H49FN2O7S2, DFT ωB97M-V/def2-TZVPD
C -2.222 3.120 1.310
S -0.740 2.956 0.186
O -0.988 3.957 -1.009
O -0.582 1.552 -0.460
C 0.910 3.490 0.990
N 1.856 4.167 0.031
C 3.171 4.539 0.645
C 4.333 5.242 -0.303
C 5.838 5.683 0.233
S 7.047 6.421 -1.010
C 6.150 5.432 1.824
C 4.995 4.740 2.757
C 3.485 4.270 2.213
N 2.606 3.613 3.237
C 1.326 3.222 2.542
C 0.237 2.416 3.525
C -0.161 0.927 2.970
O 0.662 0.254 2.163
F -1.467 0.345 3.385
H -2.459 2.023 1.717
H -2.037 3.882 2.198
H -3.226 3.455 0.763
H 4.103 5.407 -1.446
H 7.448 5.300 -1.804
H 7.220 5.731 2.264
H 5.272 4.564 3.900
H 0.728 2.245 4.600
H -0.716 3.101 3.747
C -1.529 -2.823 1.501
C -2.320 -3.022 2.782
O -2.586 -4.392 3.079
C -1.449 -5.231 3.263
C -0.548 -4.792 4.404
H -2.054 -3.274 0.652
H -1.390 -1.755 1.301
H -0.541 -3.284 1.556
H -3.294 -2.531 2.675
H -1.826 -2.540 3.633
H -0.889 -5.319 2.327
H -1.833 -6.234 3.486
H -0.124 -3.800 4.230
H 0.283 -5.494 4.527
H -1.112 -4.746 5.342
C -4.075 -6.870 1.316
C -3.160 -8.073 1.467
O -3.803 -9.208 2.046
C -4.919 -9.734 1.332
C -4.578 -10.200 -0.071
H -4.495 -6.584 2.287
H -3.521 -6.019 0.908
H -4.913 -7.077 0.647
H -2.335 -7.806 2.137
H -2.701 -8.345 0.510
H -5.737 -9.007 1.321
H -5.282 -10.594 1.909
H -4.221 -9.379 -0.699
H -5.459 -10.632 -0.556
H -3.786 -10.957 -0.043
C -4.812 -3.028 -2.479
C -3.897 -4.230 -2.328
O -4.540 -5.366 -1.750
C -5.656 -5.891 -2.463
C -5.315 -6.358 -3.867
H -5.232 -2.742 -1.509
H -4.258 -2.176 -2.888
H -5.650 -3.234 -3.149
H -3.072 -3.964 -1.658
H -3.438 -4.503 -3.286
H -6.474 -5.164 -2.474
H -6.019 -6.751 -1.886
H -4.958 -5.536 -4.494
H -6.196 -6.790 -4.351
H -4.523 -7.114 -3.838
C 8.562 11.649 -4.352
C 8.118 10.198 -4.401
O 7.501 9.751 -3.194
C 6.320 10.441 -2.795
C 5.197 10.363 -3.814
H 9.254 11.811 -3.519
H 9.064 11.926 -5.285
H 7.718 12.329 -4.212
H 8.999 9.565 -4.554
H 7.456 10.014 -5.255
H 6.555 11.479 -2.543
H 5.982 9.969 -1.864
H 5.474 10.831 -4.763
H 4.303 10.871 -3.439
H 4.944 9.318 -4.027
```

Output
- SMILES: CS(=O)(=O)c1nc2cc(S)ccc2nc1CC(=O)F.CCOCC.CCOCC.CCOCC.CCOCC
- Orbital gap: 6.895 eV
- Electronic energy: -70476.950 eV
- Multiplicity: 1

---

Q: Which value of electronic energy does entry 1 give?
A: -119476.301 eV

---

Q: What is the multiplicity in the first record?
A: 6